[1]
C11H22O4 | ωB97M-V with the def2-TZVPD basis set

## Properties
2S+1: 1
HOMO: -10.00 eV
energy relative to the best compared isomer or geometry (same formula, charge and spin): 0.2 kcal per mole
SMILES: CCCCCCCC(=O)OC[C@H](O)CO

```
37
Properties=species:S:1:pos:R:3:lowdin_charge:R:1
C -5.26 -1.39 -1.72 -0.118
C -5.08 -0.44 -0.55 -0.276
C -3.74 0.29 -0.60 -0.239
C -3.55 1.22 0.59 -0.220
C -2.29 2.09 0.52 -0.206
C -0.98 1.28 0.55 -0.185
C -0.40 1.05 -0.85 -0.087
C 0.78 0.12 -0.74 -0.488
O 0.70 -1.08 -0.59 0.095
O 1.94 0.78 -0.81 0.026
C 3.14 0.04 -0.68 -0.099
H 2.98 -0.99 -1.03 0.135
H 3.88 0.53 -1.33 0.138
C 3.68 0.01 0.76 -0.341
O 4.89 -0.70 0.78 -0.015
H 4.66 -1.64 0.88 0.099
C 2.68 -0.63 1.75 -0.206
O 2.43 -1.97 1.42 -0.055
H 1.79 -1.99 0.68 0.064
H 1.76 -0.04 1.79 0.117
H 3.14 -0.63 2.74 0.131
H 3.90 1.04 1.08 0.154
H -0.07 1.99 -1.29 0.127
H -1.14 0.58 -1.49 0.116
H -0.24 1.82 1.14 0.115
H -1.16 0.32 1.03 0.119
H -2.32 2.70 -0.39 0.112
H -2.31 2.77 1.37 0.107
H -4.42 1.89 0.65 0.112
H -3.53 0.63 1.51 0.116
H -2.94 -0.46 -0.62 0.109
H -3.69 0.86 -1.53 0.119
H -5.15 -1.00 0.39 0.110
H -5.89 0.29 -0.55 0.108
H -4.47 -2.14 -1.73 0.071
H -5.22 -0.85 -2.66 0.070
H -6.22 -1.90 -1.66 0.066
```

---

[2]
C15H19BN7O12P2Tl | ωB97M-V with the def2-TZVPD basis set

## Properties
2S+1: 1
HOMO: -3.32 eV
charge: -2

```
57
Properties=species:S:1:pos:R:3:lowdin_charge:R:1
Tl -1.00 0.32 -1.68 0.927
N 1.85 4.61 0.57 0.110
C 1.40 3.72 -0.57 -0.504
C 1.56 4.39 -1.91 -0.102
P 2.34 2.13 -0.31 0.303
O 3.70 2.44 -1.20 -0.191
O 2.74 2.19 1.12 -0.330
O 1.69 0.95 -0.95 -0.430
P -0.45 3.63 -0.16 0.274
O -0.47 2.69 1.12 -0.150
O -0.63 5.05 0.35 -0.348
O -1.27 3.14 -1.31 -0.411
H 2.62 5.22 0.33 0.141
H 2.16 3.92 1.29 0.107
H 0.90 5.11 0.80 0.104
H 2.61 4.64 -2.12 0.067
H 0.95 5.30 -1.94 0.078
H 1.20 3.72 -2.68 0.085
H 3.57 2.00 -2.05 0.054
H -0.68 1.73 0.98 0.042
B -4.20 -2.72 -1.31 -0.444
N -4.46 -1.19 -1.14 -0.082
C -5.71 -0.70 -1.03 -0.137
C -5.64 0.67 -0.88 -0.096
C -4.27 0.94 -0.90 -0.184
N -3.58 -0.18 -1.06 -0.035
N -2.71 -3.14 -1.38 -0.100
C -2.23 -4.28 -0.86 -0.121
C -0.91 -4.42 -1.26 -0.096
C -0.68 -3.28 -2.03 -0.223
N -1.77 -2.52 -2.10 -0.007
H -4.68 -3.28 -0.35 0.059
H -4.75 -3.08 -2.34 0.054
H -6.56 -1.37 -1.08 0.104
H -6.47 1.36 -0.77 0.070
H -3.76 1.89 -0.81 0.088
H -2.85 -4.92 -0.26 0.102
H -0.23 -5.22 -1.02 0.076
H 0.23 -2.98 -2.54 0.086
O -1.07 -0.83 3.02 0.026
C -0.52 -0.64 1.93 -0.619
O -1.02 -0.09 0.90 -0.193
C 0.93 -1.15 1.85 -0.074
C 1.42 -1.84 0.76 0.088
C 2.73 -2.31 0.78 -0.117
C 3.59 -2.04 1.84 0.077
C 3.09 -1.31 2.90 -0.126
C 1.77 -0.88 2.92 0.085
N 3.96 -1.02 4.02 -0.348
O 5.10 -1.47 4.00 0.046
O 3.52 -0.37 4.95 0.070
N 3.25 -3.06 -0.34 -0.339
O 4.44 -3.35 -0.35 0.048
O 2.48 -3.38 -1.23 0.072
H 0.79 -2.04 -0.09 0.108
H 4.61 -2.38 1.82 0.122
H 1.40 -0.32 3.77 0.135
```

---

[3]
C2H5NO2Se | ωB97M-V with the def2-TZVPD basis set

## Properties
2S+1: 1
HOMO: -8.54 eV
energy relative to the best compared isomer or geometry (same formula, charge and spin): 46.2 kcal per mole

```
11
Properties=species:S:1:pos:R:3:lowdin_charge:R:1
C 1.08 1.13 -0.46 -0.573
C 0.32 -0.03 0.20 -0.806
N 0.04 -0.94 -0.74 -0.023
O 0.66 1.30 -1.73 0.085
O 1.91 1.77 0.13 0.052
Se 1.01 -0.44 1.93 0.819
H -0.95 0.84 0.58 0.189
H -0.14 0.83 -2.00 0.108
H -0.35 -1.83 -0.46 0.097
H 0.62 -0.80 -1.66 0.163
H 1.85 0.79 1.86 -0.111
```

---

[4]
C7H10CeFO5P | ωB97M-V with the def2-TZVPD basis set

## Properties
<S²>: 1.23
2S+1: 2
HOMO (spin up / spin down): -19.46 / -20.08 eV
charge: +3

```
25
Properties=species:S:1:pos:R:3:lowdin_spin:R:1
C -1.44 1.55 2.85 -0.265
C -1.88 2.11 1.73 -0.200
C -1.82 2.83 0.27 -0.011
C -1.02 1.95 -0.82 0.000
C 0.56 1.76 -0.54 0.000
O 0.90 1.03 0.68 0.001
P 0.85 -0.65 0.49 0.001
O -0.44 -1.21 -0.23 -0.004
O 0.81 -1.31 2.09 0.001
O 2.20 -1.33 -0.28 -0.001
C 1.97 -2.79 -0.42 0.000
C 1.43 -3.10 -1.93 0.000
O 2.02 -2.51 -2.86 0.000
F 0.31 -3.99 -2.08 0.000
H -0.95 1.13 3.81 -0.005
H -1.45 3.92 0.32 -0.008
H -2.93 2.88 -0.09 -0.001
H -1.10 2.54 -1.82 0.000
H -1.62 0.98 -0.97 0.004
H 1.00 2.83 -0.40 0.000
H 1.14 1.32 -1.45 0.000
H 0.09 -1.99 2.07 0.000
H 2.95 -3.39 -0.26 0.000
H 1.22 -3.18 0.37 0.000
Ce -2.77 -1.39 -0.55 1.488
```

---

[5]
C4H6O2 | ωB97M-V with the def2-TZVPD basis set

## Properties
2S+1: 1
HOMO: -9.92 eV
energy relative to the best compared isomer or geometry (same formula, charge and spin): 67.7 kcal per mole
SMILES: C1OCC12CO2

```
12
Properties=species:S:1:pos:R:3:lowdin_charge:R:1
C 1.65 0.16 -0.11 -0.062
O 1.20 -0.58 1.03 0.005
C 0.23 -0.13 0.11 -0.399
C -0.84 0.90 0.39 -0.102
O -1.83 0.07 -0.23 -0.104
C -0.90 -1.00 -0.46 -0.078
H 2.26 -0.36 -0.84 0.114
H 1.99 1.17 0.15 0.119
H -0.70 1.84 -0.16 0.126
H -1.04 1.10 1.45 0.131
H -1.13 -1.86 0.18 0.129
H -0.88 -1.31 -1.51 0.122
```

---

[6]
C3H9NO2S | ωB97M-V with the def2-TZVPD basis set

## Properties
2S+1: 1
HOMO: 0.10 eV
energy relative to the best compared isomer or geometry (same formula, charge and spin): 22.1 kcal per mole
charge: -2

```
16
Properties=species:S:1:pos:R:3:lowdin_charge:R:1
C 0.16 -0.82 -0.39 -0.295
O -0.06 -1.74 -1.48 -0.198
C -0.71 0.43 -0.19 -0.491
C -0.05 1.69 0.44 -0.773
S 0.04 1.46 2.21 0.092
N -2.01 -0.06 0.42 -0.032
H 1.18 -0.49 -0.47 0.092
H 0.21 -1.43 0.49 0.091
H -1.00 0.82 -1.22 0.120
H 0.86 1.83 -0.18 0.048
H -0.68 2.57 0.12 0.036
H -1.88 0.14 1.45 -0.015
H -1.90 -1.04 0.25 0.009
H 0.87 -1.87 -1.94 -0.030
H 2.41 -2.79 -2.72 -0.127
O 2.19 -1.82 -2.66 -0.527
```

---

[7]
C3H31HfO23 | ωB97M-V with the def2-TZVPD basis set

## Properties
2S+1: 1
HOMO: -12.76 eV
energy relative to the best compared isomer or geometry (same formula, charge and spin): 0.0 kcal per mole
charge: +1

```
58
Properties=species:S:1:pos:R:3:lowdin_charge:R:1
Hf -0.01 -2.22 -1.43 1.859
C -0.13 -0.10 -0.08 -0.659
O 0.18 -0.28 -1.26 -0.053
O -0.19 1.11 0.52 0.174
O -0.33 -1.21 0.42 -0.014
H 0.12 1.78 -0.11 0.092
C -3.10 -1.68 -0.95 -0.691
O -3.17 -0.44 -1.04 0.043
O -4.10 -2.50 -0.58 0.167
O -2.00 -2.17 -1.18 -0.094
H -4.94 -2.09 -0.32 0.146
C 2.90 -2.30 -0.13 -0.757
O 4.00 -1.88 -0.48 0.094
O 2.77 -3.01 0.99 0.144
O 1.86 -2.14 -0.79 -0.109
H 3.63 -3.15 1.43 0.153
O 0.96 2.34 2.88 -0.029
H 0.85 2.50 1.94 -0.014
H 0.02 2.34 3.14 0.068
O 2.65 1.41 -1.75 -0.028
H 2.90 0.55 -2.04 0.003
H 1.78 1.61 -2.04 -0.052
O -3.29 1.10 1.01 -0.067
H -3.26 0.45 0.29 -0.027
H -2.63 0.73 1.62 -0.008
O 0.37 2.31 -2.44 -0.055
H 0.80 3.20 -2.35 0.102
H -0.49 2.30 -2.03 0.002
O -1.64 -0.25 2.85 -0.050
H -1.90 -0.95 3.47 0.075
H -0.78 -0.40 2.39 0.011
O 1.08 -0.55 3.17 -0.052
H 1.99 -0.77 3.03 0.051
H 0.97 0.40 3.03 0.027
O -0.15 -3.63 0.13 -0.034
H -0.46 -3.43 1.02 0.085
H 0.19 -4.50 0.10 0.096
O 2.73 0.54 0.84 0.022
H 2.48 0.96 0.05 -0.041
H 3.11 -0.23 0.47 -0.023
O -0.86 -1.57 -3.35 -0.038
H -0.63 -1.86 -4.22 0.102
H -1.63 -1.07 -3.65 0.140
O 2.07 -0.93 -3.23 -0.031
H 2.89 -1.37 -2.95 0.066
H 2.21 -0.66 -4.11 0.063
O 0.26 -3.09 2.89 -0.063
H 0.69 -2.20 2.96 0.004
H 0.77 -3.68 3.45 0.060
O 1.36 3.45 0.09 -0.004
H 2.21 3.80 -0.13 0.073
H 1.04 4.19 0.59 0.063
O -2.39 3.78 0.68 -0.035
H -2.48 2.88 0.98 -0.012
H -3.27 4.17 0.79 0.072
O -2.35 2.73 -1.77 -0.059
H -2.37 2.99 -0.85 -0.036
H -3.30 2.72 -1.95 0.075
```

---

[8]
C2HNO4 | ωB97M-V with the def2-TZVPD basis set

## Properties
2S+1: 1
HOMO: -9.57 eV
energy relative to the best compared isomer or geometry (same formula, charge and spin): 64.3 kcal per mole
SMILES: O=C=NO.O=C=O

```
8
Properties=species:S:1:pos:R:3:lowdin_charge:R:1
C 1.14 1.12 0.97 -0.465
C 0.18 -1.35 -0.33 -0.349
N -0.69 -0.57 -0.57 -0.019
O 0.70 2.07 0.52 0.226
O 0.43 -2.41 0.09 0.132
O -1.13 0.65 -0.67 -0.042
O 1.47 0.09 1.29 0.241
H -2.10 0.41 -1.30 0.277
```

---

[9]
C77H130N13O5 | ωB97M-V with the def2-TZVPD basis set

## Properties
<S²>: 8.77
2S+1: 6
HOMO (spin up / spin down): -7.84 / -7.84 eV

```
225
Properties=species:S:1:pos:R:3:lowdin_spin:R:1
C 1.57 -0.06 1.74 0.019
C 0.42 -0.09 0.67 0.021
C 0.60 -1.48 0.00 -0.001
C -0.05 -2.69 0.63 0.001
C -1.54 -2.36 0.85 0.001
C -1.78 -1.13 1.77 0.019
N -0.90 0.05 1.37 0.418
O -1.09 1.24 1.96 0.492
C -3.28 -1.01 1.66 0.005
C -1.52 -1.60 3.17 0.014
C 0.64 1.02 -0.34 0.006
H 1.64 0.93 2.21 0.002
H 2.55 -0.26 1.33 0.001
H 1.25 -0.68 2.58 0.000
H 0.21 -1.40 -1.02 0.000
H 1.65 -1.72 -0.17 0.000
H 0.49 -3.09 1.49 0.000
H 0.02 -3.43 -0.17 0.001
H -1.97 -3.30 1.20 0.000
H -1.93 -2.13 -0.14 0.001
H -3.65 -0.11 2.16 0.000
H -3.58 -0.94 0.61 0.000
H -3.88 -1.87 1.96 0.000
H -1.77 -2.65 3.27 0.001
H -0.48 -1.47 3.48 0.000
H -2.10 -1.00 3.87 0.001
H 0.86 1.97 0.16 0.000
H -0.24 1.14 -0.98 0.000
H 1.51 0.87 -0.97 0.000
C 4.18 6.45 2.08 0.016
C 3.19 7.68 2.25 0.022
C 3.33 8.64 1.02 0.001
C 2.71 8.11 -0.23 0.000
C 1.26 7.60 0.02 0.001
C 1.08 6.69 1.28 0.022
N 1.79 7.32 2.37 0.311
O 1.49 6.65 3.60 0.602
C -0.45 6.66 1.51 0.002
C 1.54 5.34 0.83 0.014
C 3.69 8.60 3.34 0.001
H 3.78 5.53 2.52 0.002
H 5.13 6.61 2.59 0.002
H 4.46 6.27 1.05 0.000
H 2.89 9.60 1.30 0.001
H 4.34 9.04 0.90 0.000
H 3.32 7.32 -0.68 0.000
H 2.57 8.89 -0.98 0.000
H 1.02 7.01 -0.87 0.000
H 0.64 8.50 -0.02 0.000
H -0.86 7.59 1.91 0.000
H -1.07 6.46 0.63 0.000
H -0.75 5.90 2.23 -0.001
H 0.81 4.86 0.17 0.001
H 2.57 5.35 0.49 0.000
H 1.46 4.66 1.68 0.002
H 4.67 8.95 3.03 0.000
H 3.66 8.10 4.30 -0.001
H 2.97 9.41 3.45 0.000
C 1.28 -0.64 -6.46 0.014
C 0.27 -1.40 -5.60 0.021
C -0.96 -0.55 -5.20 0.002
C -2.01 -0.28 -6.31 0.000
C -2.33 -1.63 -7.01 0.003
C -1.13 -2.58 -7.40 0.024
N -0.23 -2.70 -6.19 0.377
O 0.69 -3.70 -6.14 0.534
C -1.62 -3.94 -7.91 0.000
C -0.43 -1.96 -8.60 0.018
C 0.92 -1.73 -4.22 0.001
H 0.89 -0.25 -7.40 0.000
H 2.12 -1.31 -6.68 0.002
H 1.69 0.14 -5.82 0.002
H -1.51 -1.19 -4.51 0.001
H -0.71 0.40 -4.72 0.000
H -1.77 0.55 -6.98 0.000
H -2.82 0.23 -5.78 0.000
H -2.76 -1.31 -7.96 0.000
H -3.10 -2.12 -6.43 0.001
H -2.55 -3.99 -8.48 0.000
H -0.80 -4.38 -8.47 0.000
H -1.76 -4.77 -7.21 0.000
H -0.41 -0.87 -8.64 0.000
H 0.60 -2.31 -8.63 0.001
H -0.97 -2.33 -9.48 0.002
H 1.04 -0.83 -3.61 0.000
H 1.87 -2.26 -4.34 -0.001
H 0.34 -2.37 -3.55 0.000
C -4.12 -1.71 -2.73 0.002
C -4.22 -3.24 -2.71 0.020
C -5.40 -3.49 -3.69 0.002
C -5.53 -4.98 -4.05 0.000
C -4.19 -5.53 -4.47 0.003
C -2.94 -5.38 -3.56 0.022
N -2.97 -3.97 -3.09 0.393
O -1.84 -3.43 -2.54 0.509
C -3.03 -6.34 -2.41 0.016
C -1.74 -5.75 -4.42 0.002
C -4.70 -3.67 -1.28 0.020
H -3.71 -1.35 -3.68 0.000
H -3.49 -1.22 -1.99 0.000
H -5.12 -1.27 -2.70 0.000
H -6.37 -3.27 -3.24 0.000
H -5.39 -2.84 -4.57 0.000
H -6.20 -5.11 -4.90 0.000
H -5.95 -5.50 -3.19 0.000
H -3.88 -5.03 -5.39 0.001
H -4.20 -6.61 -4.66 0.000
H -3.95 -6.48 -1.83 0.000
H -2.65 -7.33 -2.65 0.002
H -2.32 -6.02 -1.64 0.001
H -1.40 -5.00 -5.14 0.000
H -0.86 -5.84 -3.78 0.000
H -1.73 -6.74 -4.88 0.000
H -4.97 -4.72 -1.17 0.000
H -5.55 -3.04 -1.01 0.002
H -3.87 -3.42 -0.61 0.001
C 7.30 -0.79 1.96 0.016
C 6.62 0.11 0.94 0.021
C 5.21 0.43 1.48 0.001
C 5.13 1.43 2.61 0.000
C 5.76 2.74 2.16 0.000
C 7.19 2.61 1.66 0.022
N 7.40 1.37 0.87 0.387
O 8.62 1.23 0.26 0.520
C 7.44 3.84 0.77 0.007
C 8.08 2.71 2.93 0.016
C 6.36 -0.62 -0.37 0.005
H 8.39 -0.77 1.83 0.001
H 7.09 -1.86 2.01 0.002
H 7.24 -0.39 2.97 0.000
H 4.62 0.99 0.74 0.000
H 4.69 -0.46 1.82 0.000
H 5.76 1.14 3.46 0.000
H 4.08 1.45 2.91 0.000
H 5.67 3.53 2.91 0.000
H 5.19 3.13 1.31 0.000
H 8.49 4.03 0.54 0.000
H 6.98 3.66 -0.19 -0.001
H 7.10 4.75 1.26 0.000
H 8.38 1.75 3.35 0.000
H 9.01 3.24 2.75 0.001
H 7.62 3.33 3.70 0.001
H 7.18 -1.25 -0.71 0.000
H 5.95 -0.01 -1.18 0.000
H 5.62 -1.41 -0.20 0.000
N 2.83 -5.46 -0.41 0.000
C 2.24 -4.63 -1.30 0.000
C 1.37 -5.36 -2.01 0.000
C 1.59 -6.74 -1.67 0.000
C 2.54 -6.78 -0.67 0.000
H 3.44 -5.08 0.31 0.000
H 2.44 -3.58 -1.15 0.000
H 0.75 -4.93 -2.79 0.000
H 1.09 -7.56 -2.18 0.000
H 2.94 -7.61 -0.11 0.000
N -5.66 1.97 4.76 0.000
C -4.78 0.94 4.77 0.000
C -5.51 -0.19 5.08 0.000
C -6.82 0.23 5.26 0.000
C -6.93 1.63 5.04 0.000
H -5.42 2.92 4.50 0.000
H -3.72 1.06 4.67 0.000
H -5.18 -1.19 5.29 0.000
H -7.42 -0.59 5.66 0.000
H -7.70 2.38 5.10 0.000
N -5.51 -5.55 2.77 0.000
C -4.87 -6.70 2.36 0.000
C -3.52 -6.47 2.41 0.000
C -3.31 -5.27 3.03 0.000
C -4.57 -4.60 3.14 0.000
H -6.48 -5.32 2.88 0.000
H -5.51 -7.54 2.12 0.000
H -2.75 -7.19 2.19 0.000
H -2.37 -4.82 3.31 0.000
H -4.97 -3.69 3.56 0.000
N -5.91 3.60 1.48 0.000
C -5.89 4.92 1.79 0.000
C -4.66 5.11 2.42 0.000
C -3.85 3.96 2.29 0.000
C -4.71 3.05 1.69 0.000
H -6.70 3.12 1.08 0.000
H -6.69 5.62 1.60 0.000
H -4.50 6.02 2.99 0.000
H -2.83 3.76 2.57 0.000
H -4.51 2.01 1.50 0.000
N -7.17 0.04 1.56 0.000
C -6.76 -0.33 0.29 0.000
C -7.68 0.17 -0.64 0.000
C -8.66 0.81 0.14 0.000
C -8.27 0.82 1.44 0.000
H -6.54 0.07 2.35 0.000
H -5.78 -0.78 0.19 0.000
H -7.79 -0.02 -1.70 0.000
H -9.56 1.28 -0.22 0.000
H -8.66 1.38 2.28 0.000
N 5.54 2.69 -2.81 0.000
C 5.83 4.00 -2.69 0.000
C 4.98 4.59 -1.80 0.000
C 4.14 3.58 -1.32 0.001
C 4.57 2.39 -1.85 0.000
H 6.18 2.05 -3.23 0.000
H 6.71 4.43 -3.15 0.000
H 4.88 5.61 -1.46 0.000
H 3.37 3.66 -0.57 0.000
H 4.20 1.38 -1.82 0.000
N 5.91 -5.05 2.38 0.000
C 5.18 -4.17 1.65 0.000
C 4.29 -3.57 2.49 0.000
C 4.38 -4.19 3.74 0.000
C 5.44 -5.09 3.67 0.000
H 6.64 -5.53 1.89 0.000
H 5.17 -4.02 0.58 0.000
H 3.51 -2.92 2.11 0.000
H 3.70 -4.01 4.55 0.000
H 5.77 -5.87 4.34 0.000
N -0.95 2.04 5.47 0.001
C -1.28 1.86 6.77 0.000
C -0.70 2.79 7.51 0.000
C 0.05 3.61 6.65 0.000
C -0.23 3.22 5.34 0.000
H -1.30 1.51 4.69 0.001
H -1.95 1.04 7.01 0.000
H -0.68 2.96 8.57 0.000
H 0.69 4.44 6.95 0.000
H 0.02 3.60 4.37 0.000
```

---

Number 1: electronic energy -19954.37441 eV. Number 2: electronic energy -74816.81585 eV. Number 3: electronic energy -73083.81229 eV. Number 4: electronic energy -42557.11851 eV. Number 5: electronic energy -8337.52597 eV. Number 6: electronic energy -19675.10717 eV. Number 7: electronic energy -52013.52427 eV. Number 8: electronic energy -11766.49053 eV. Number 9: electronic energy -111551.63158 eV.